(1)
Below is a molecular structure, C18H37ClF3IN4O14PS6, with properties calculated with wB97M-V/def2-TZVPD.

The net charge is +1. The largest force on an atom comes out at 1.90 eV Å⁻¹. For the orbital gap, the calculation gives 7.814 eV.

Geometry as XYZ:
```
85
Properties=species:S:1:pos:R:3:mulliken_charge:R:1
C 2.704 -0.737 -4.223 0.25
C 3.621 -1.139 -3.585 -0.70
C 4.657 -1.338 -2.585 -0.76
C 4.296 -2.254 -1.461 0.36
N 5.258 -2.979 -0.905 -0.45
C 4.687 -3.704 0.050 0.95
N 5.391 -4.568 0.835 -0.80
I 7.432 -4.702 0.438 0.33
S 4.841 -5.526 2.097 1.18
O 5.969 -6.223 2.600 -0.65
O 4.074 -4.779 3.034 -0.45
C 3.761 -6.858 1.310 0.67
F 3.758 -6.706 -0.016 -0.23
F 2.538 -6.797 1.807 -0.18
F 4.308 -8.020 1.619 -0.19
N 3.366 -3.439 0.081 0.09
Cl 2.071 -3.996 0.977 0.16
N 3.111 -2.489 -0.888 0.15
P 1.505 -1.773 -1.240 0.08
S 0.427 -2.882 -2.351 -0.26
H 1.859 -0.511 -4.828 0.54
H 5.501 -1.822 -3.064 0.34
H 4.983 -0.388 -2.167 0.31
H 1.004 -1.528 0.044 0.10
H 1.865 -0.528 -1.762 0.15
O 3.810 -1.176 3.240 -0.68
S 2.595 -1.136 4.002 1.27
O 1.369 -0.785 3.347 -0.61
O 2.810 -0.220 5.268 -0.28
C 3.285 1.136 5.069 -0.35
C 2.218 2.060 4.519 -0.97
C 2.372 -2.655 4.857 -0.83
H 4.169 1.117 4.432 0.31
H 3.599 1.468 6.055 0.28
H 1.925 1.777 3.509 0.28
H 2.595 3.082 4.490 0.40
H 1.325 2.028 5.142 0.27
H 3.296 -2.914 5.366 0.32
H 2.130 -3.409 4.113 0.20
H 1.552 -2.540 5.560 0.41
O -0.201 1.097 -3.752 -0.62
S -1.465 1.471 -4.330 1.16
O -1.575 1.604 -5.748 -0.64
O -1.959 2.795 -3.624 -0.21
C -1.075 3.945 -3.601 0.01
C -0.975 4.639 -4.944 -1.16
C -2.746 0.427 -3.738 -0.93
H -0.093 3.644 -3.236 0.28
H -1.501 4.617 -2.861 0.04
H -0.495 4.007 -5.690 0.33
H -0.388 5.552 -4.843 0.41
H -1.966 4.893 -5.319 0.28
H -2.660 0.348 -2.657 0.20
H -2.611 -0.550 -4.197 0.41
H -3.705 0.846 -4.030 0.41
O -1.045 4.916 -0.270 -0.65
S -2.361 4.914 0.299 1.31
O -3.451 5.505 -0.410 -0.62
O -2.286 5.516 1.763 -0.31
C -1.710 6.834 1.926 -0.33
C -2.629 7.943 1.455 -1.00
C -2.803 3.272 0.751 -0.96
H -0.745 6.871 1.420 0.32
H -1.524 6.928 2.994 0.28
H -2.787 7.901 0.379 0.31
H -2.193 8.912 1.697 0.39
H -3.604 7.861 1.934 0.27
H -1.985 2.826 1.309 0.32
H -2.977 2.727 -0.175 0.31
H -3.712 3.306 1.344 0.38
O -3.384 -1.065 -0.237 -0.61
S -3.705 -2.407 -0.629 1.35
O -3.686 -2.772 -2.011 -0.61
O -5.084 -2.821 0.020 -0.35
C -6.240 -1.979 -0.227 -0.31
C -6.790 -2.131 -1.630 -0.93
C -2.694 -3.536 0.263 -0.83
H -5.983 -0.943 -0.006 0.30
H -6.978 -2.297 0.505 0.29
H -6.086 -1.769 -2.378 0.24
H -7.713 -1.561 -1.727 0.39
H -6.994 -3.178 -1.850 0.27
H -2.721 -3.277 1.318 0.34
H -1.686 -3.434 -0.136 0.11
H -3.065 -4.544 0.095 0.38
```

(2)
Below is 10 unconnected molecules or ions with the total composition H20O10, with properties calculated with wB97M-V/def2-TZVPD.

For the relative energy (zero: lowest compared OMol25 entry of this formula, charge and spin), the calculation gives 255.0 kJ/mol. The net charge is 0. Its SMILES is O.O.O.O.O.O.O.O.O.O. The largest force on an atom comes out at 4.24 eV Å⁻¹. For the orbital gap, the calculation gives 10.046 eV.

Geometry as XYZ:
```
30
Properties=species:S:1:pos:R:3:mulliken_charge:R:1
O 2.308 -0.994 -1.824 -0.72
H 1.795 -0.271 -2.196 0.30
H 1.679 -1.727 -1.836 0.39
O 0.302 1.225 -1.385 -0.46
H -0.451 0.728 -1.788 0.30
H -0.083 2.093 -1.221 0.25
O 2.111 1.671 0.434 -0.74
H 1.892 1.464 -0.478 0.30
H 2.021 0.810 0.900 0.42
O -2.490 0.482 -0.007 -0.69
H -2.391 1.501 0.127 0.30
H -1.829 0.048 0.508 0.29
O -0.613 2.993 0.800 -0.62
H 0.257 2.621 0.992 0.36
H -0.661 3.665 1.524 0.30
O 2.206 -1.046 0.947 -0.72
H 1.439 -1.753 1.228 0.33
H 2.165 -1.036 -0.028 0.42
O -2.146 0.010 -2.589 -0.70
H -2.530 0.011 -1.718 0.39
H -2.441 0.805 -3.098 0.30
O -0.151 0.310 2.152 -0.45
H 0.523 0.190 2.862 0.26
H -0.756 0.925 2.558 0.25
O -0.534 -2.123 1.474 -0.55
H -0.838 -2.800 2.007 0.20
H -0.850 -1.269 1.699 0.33
O 0.225 -2.682 -0.995 -0.70
H -0.302 -3.536 -1.015 0.27
H 0.143 -2.314 -0.035 0.40
```

(3)
Below is a molecular structure, C24H20F3N8PdS, with properties calculated with wB97M-V/def2-TZVPD.

As for the expectation value of S²: 6.091. For the relative energy (zero: lowest compared OMol25 entry of this formula, charge and spin), the calculation gives 0.0 kJ/mol. The net charge is +3. The largest force on an atom comes out at 0.71 eV Å⁻¹. Its spin multiplicity is 5. For the orbital gap (alpha / beta), the calculation gives 6.552 / 5.446 eV.

Geometry as XYZ:
```
57
Properties=species:S:1:pos:R:3:lowdin_spin:R:1
Pd -0.943 1.166 -0.577 1.40
N -0.477 1.522 4.100 0.06
C -1.011 1.340 2.896 -0.02
N -0.321 1.380 1.782 0.11
C 1.012 1.629 1.867 0.01
N 1.798 1.704 0.754 0.35
N 1.158 1.616 -0.380 0.14
C 1.876 1.634 -1.481 0.18
C 1.201 1.576 -2.744 0.01
C 1.926 1.698 -3.927 0.08
C 1.247 1.672 -5.139 -0.01
C -0.124 1.518 -5.119 0.08
C -0.783 1.392 -3.887 0.02
N -0.151 1.419 -2.733 0.13
C 1.663 1.825 3.115 0.06
C 3.044 2.085 3.251 -0.01
C 3.573 2.268 4.499 0.03
C 2.754 2.201 5.648 0.03
C 1.407 1.954 5.552 0.00
C 0.862 1.767 4.283 0.05
H -1.081 1.486 4.915 0.00
H -2.076 1.153 2.858 0.00
H 2.960 1.684 -1.424 0.01
H 3.001 1.820 -3.889 0.00
H 1.781 1.773 -6.074 0.00
H -0.697 1.491 -6.035 0.00
H -1.858 1.272 -3.854 0.00
H 3.663 2.138 2.368 0.00
H 4.630 2.467 4.612 0.00
H 3.197 2.350 6.624 0.00
H 0.781 1.907 6.435 0.00
N -3.375 1.249 -0.760 0.07
N -3.926 2.536 -0.792 0.01
C -3.160 3.645 -0.722 0.02
N -3.789 4.808 -0.810 0.01
S -1.474 3.609 -0.520 0.10
H -3.630 0.753 -1.610 0.00
H -3.765 0.732 0.023 0.00
H -4.924 2.617 -0.932 0.00
H -4.789 4.893 -0.914 0.00
H -3.255 5.661 -0.759 0.00
F 1.839 -7.986 -0.649 0.00
C 0.548 -7.683 -0.728 0.01
F -0.094 -8.254 0.292 0.01
F 0.058 -8.171 -1.868 0.01
C 0.323 -6.178 -0.684 0.17
C 1.406 -5.301 -0.548 0.01
C 1.175 -3.953 -0.505 0.09
C -0.158 -3.454 -0.598 0.11
C -1.244 -4.371 -0.739 0.08
C -0.999 -5.714 -0.780 0.00
C -0.406 -2.093 -0.553 0.18
C -0.716 -0.889 -0.562 0.40
H 2.410 -5.697 -0.479 0.00
H 1.993 -3.255 -0.400 0.00
H -2.252 -3.987 -0.813 0.00
H -1.809 -6.423 -0.886 0.00
```

(4)
Below is 7 unconnected molecules or ions with the total composition C42H35N7O14, with properties calculated with wB97M-V/def2-TZVPD.

As for the expectation value of S²: 0.763. For the relative energy (zero: lowest compared OMol25 entry of this formula, charge and spin), the calculation gives 89.9 kJ/mol. The net charge is -1. The largest force on an atom comes out at 6.31 eV Å⁻¹. Its spin multiplicity is 2. For the orbital gap (alpha / beta), the calculation gives 2.524 / 6.614 eV.

Geometry as XYZ:
```
98
Properties=species:S:1:pos:R:3:lowdin_spin:R:1
C 18.286 27.109 8.998 0.00
C 19.062 28.231 8.800 0.00
C 19.694 28.391 7.545 0.00
C 19.624 27.368 6.614 0.00
C 18.809 26.315 6.811 0.00
C 18.196 26.109 8.043 0.00
N 20.474 27.378 5.390 0.00
O 20.634 26.351 4.811 0.00
O 21.048 28.409 5.162 0.00
H 17.796 27.053 9.959 0.00
H 19.061 28.994 9.565 0.00
H 20.376 29.217 7.403 0.00
H 18.840 25.528 6.072 0.00
H 17.484 25.297 8.089 0.00
C 16.581 24.794 14.106 0.00
C 17.716 23.922 14.019 0.00
C 17.650 22.729 14.709 0.00
C 16.561 22.435 15.556 0.00
C 15.378 23.217 15.524 0.00
C 15.479 24.389 14.794 0.00
N 16.696 21.222 16.362 0.00
O 17.420 20.300 15.918 0.00
O 16.207 21.209 17.500 0.00
H 16.603 25.643 13.439 0.00
H 18.619 24.246 13.523 0.00
H 18.515 22.084 14.757 0.00
H 14.488 23.013 16.101 0.00
H 14.615 25.036 14.749 0.00
C 9.346 26.112 15.901 0.00
C 8.527 25.400 16.833 0.00
C 7.357 26.070 17.216 0.00
C 7.049 27.375 16.742 0.00
C 7.977 28.008 15.846 0.00
C 9.032 27.329 15.373 0.00
N 5.774 27.977 17.189 0.00
O 5.314 27.572 18.223 0.00
O 5.255 28.869 16.559 0.00
H 10.234 25.656 15.489 0.00
H 8.729 24.409 17.211 0.00
H 6.749 25.480 17.884 0.00
H 7.936 29.036 15.517 0.00
H 9.755 27.869 14.780 0.00
C 11.283 22.528 9.708 0.00
C 10.106 22.394 10.402 0.00
C 10.001 22.643 11.767 0.00
C 11.146 23.069 12.493 0.00
C 12.315 23.268 11.772 0.00
C 12.352 22.976 10.405 0.00
N 11.201 23.235 13.974 0.00
O 12.183 23.736 14.428 0.00
O 10.287 22.790 14.650 0.00
H 11.394 22.328 8.653 0.00
H 9.303 22.047 9.769 0.00
H 9.081 22.400 12.278 0.00
H 13.196 23.586 12.309 0.00
H 13.238 23.200 9.829 0.00
C 14.649 30.700 19.579 0.09
C 13.404 30.688 18.913 0.00
C 13.149 29.619 18.077 0.05
C 14.016 28.566 17.969 0.05
C 15.209 28.645 18.595 0.07
C 15.538 29.656 19.479 0.01
N 13.700 27.437 17.091 0.28
O 14.567 26.610 16.872 0.21
O 12.564 27.383 16.678 0.21
H 14.940 31.478 20.270 0.01
H 12.535 31.330 18.926 0.00
H 12.165 29.603 17.633 0.01
H 15.985 27.948 18.315 0.01
H 16.430 29.741 20.081 0.00
C 12.085 28.126 12.352 0.00
C 12.868 27.191 12.979 0.00
C 13.689 26.417 12.182 0.00
C 13.701 26.463 10.788 0.00
C 12.775 27.316 10.189 0.00
C 11.937 28.161 10.983 0.00
N 14.632 25.712 9.952 0.00
O 15.678 25.246 10.450 0.00
O 14.214 25.428 8.851 0.00
H 11.498 28.848 12.901 0.00
H 12.856 27.215 14.059 0.00
H 14.533 25.877 12.583 0.00
H 12.575 27.420 9.133 0.00
H 11.306 28.866 10.461 0.00
C 4.138 31.211 12.629 0.00
C 4.944 32.032 11.862 0.00
C 6.289 31.714 11.788 0.00
C 6.762 30.583 12.558 0.00
C 5.912 29.772 13.279 0.00
C 4.591 30.064 13.363 0.00
N 8.235 30.225 12.450 0.00
O 8.654 29.231 12.907 0.00
O 8.923 31.028 11.812 0.00
H 3.100 31.501 12.692 0.00
H 4.600 32.958 11.425 0.00
H 6.922 32.484 11.374 0.00
H 6.254 28.900 13.816 0.00
H 3.938 29.340 13.827 0.00
```